1.
Entry from OMol25: a molecular structure, C37H35CoFN5S (wB97M-V/def2-TZVPD).

Summary:
lowest unoccupied orbital energy (spin up / spin down): 0.13 / 0.14 eV
orbital gap (spin up / spin down): 6.0 / 6.0 eV

The geometry in ORCA input format:
```
! wB97M-V def2-TZVPD RIJCOSX def2/J DEFGRID3
* xyz 0 1
Co 0.313 -1.104 0.080
N 2.215 -1.758 0.748
C 3.009 -1.256 1.894
C 2.703 0.205 2.192
C 1.495 0.423 3.120
C 0.343 1.155 2.455
N -0.411 0.254 1.562
H 2.126 -2.766 0.820
H 2.741 -1.592 -0.105
H 4.075 -1.386 1.686
H 2.775 -1.876 2.761
H 2.520 0.707 1.237
H 3.590 0.676 2.619
H 1.803 0.988 4.002
H 1.125 -0.540 3.490
H 0.727 1.980 1.854
H -0.325 1.586 3.207
H -1.073 0.806 1.024
H -0.956 -0.390 2.129
N -2.110 -4.384 0.799
C -2.461 -4.425 2.156
C -3.634 -5.035 2.584
C -3.937 -5.086 3.935
C -3.093 -4.501 4.869
C -1.935 -3.868 4.443
C -1.606 -3.852 3.096
S -0.082 -3.189 2.520
N -0.559 -2.597 0.996
C -1.441 -3.272 0.286
C -1.650 -2.781 -1.022
C -2.558 -3.323 -1.960
C -2.668 -2.777 -3.202
C -1.861 -1.655 -3.509
C -0.999 -1.166 -2.575
N -0.839 -1.696 -1.326
H -2.811 -4.762 0.184
H -4.303 -5.477 1.855
H -4.846 -5.576 4.258
H -3.337 -4.530 5.922
H -1.271 -3.397 5.157
H -3.164 -4.182 -1.697
H -3.352 -3.187 -3.932
H -1.920 -1.171 -4.474
H -0.388 -0.302 -2.786
C 1.157 0.332 -1.000
C 0.604 1.501 -1.049
C 0.039 2.700 -1.072
C 0.400 3.732 -0.061
C -0.598 4.486 0.561
C -0.287 5.384 1.569
C 1.031 5.556 1.973
C 2.033 4.828 1.349
C 1.719 3.933 0.337
C -1.038 3.009 -2.049
C -1.965 2.035 -2.421
C -2.946 2.307 -3.361
C -3.029 3.565 -3.939
C -2.122 4.548 -3.566
C -1.137 4.273 -2.631
H -1.629 4.353 0.255
H -1.077 5.951 2.044
H 1.273 6.258 2.760
H 3.066 4.966 1.642
H 2.503 3.381 -0.162
H -1.912 1.057 -1.958
H -3.654 1.534 -3.635
H -3.797 3.781 -4.671
H -2.178 5.534 -4.011
H -0.429 5.043 -2.352
F 5.911 -0.926 -3.717
C 4.764 -0.611 -3.077
C 4.716 0.534 -2.311
C 3.532 0.845 -1.657
C 2.401 0.033 -1.760
C 2.507 -1.133 -2.525
C 3.678 -1.455 -3.196
H 5.591 1.164 -2.230
H 3.485 1.735 -1.044
H 1.659 -1.803 -2.592
H 3.757 -2.350 -3.799
*
```

---

2.
Entry from OMol25: a single C2H6 molecule (wB97M-V/def2-TZVPD).

Summary:
lowest unoccupied orbital energy: 1.32 eV
relative energy (zero: lowest compared OMol25 entry of this formula, charge and spin): 4.7 kcal per mole
SMILES string: CC
orbital gap: 12.9 eV

The geometry in ORCA input format:
```
! wB97M-V def2-TZVPD RIJCOSX def2/J DEFGRID3
* xyz 0 1
C -0.415 -0.103 -0.632
C 0.429 0.077 0.625
H -0.041 0.515 -1.457
H -1.421 0.334 -0.593
H -0.555 -1.135 -0.945
H 1.329 -0.507 0.546
H 0.834 1.077 0.777
H -0.205 -0.274 1.439
*
```

---

3.
Entry from OMol25: a molecular structure, C6H14 (wB97M-V/def2-TZVPD).

Summary:
lowest unoccupied orbital energy: 1.22 eV
relative energy (zero: lowest compared OMol25 entry of this formula, charge and spin): 68.8 kcal per mole
orbital gap: 10.0 eV

The geometry in ORCA input format:
```
! wB97M-V def2-TZVPD RIJCOSX def2/J DEFGRID3
* xyz 0 1
C 2.842 0.288 0.300
C 1.633 -0.280 0.236
C 0.336 0.479 0.405
C -0.985 -0.310 0.350
C -2.092 0.519 1.010
C -1.421 -0.730 -1.058
H 2.948 1.372 0.309
H 1.979 -0.052 -1.443
H 3.748 -0.305 0.224
H 1.351 -0.321 -1.819
H 1.544 -1.361 0.099
H 0.270 1.362 -0.251
H 0.455 0.862 1.422
H -0.846 -1.222 0.948
H -3.036 -0.035 1.043
H -1.825 0.794 2.037
H -2.272 1.447 0.451
H -2.387 -1.251 -1.018
H -1.543 0.145 -1.710
H -0.699 -1.401 -1.536
*
```

---

4.
Entry from OMol25: a molecular structure, C3H10O3P2 (wB97M-V/def2-TZVPD).

Summary:
lowest unoccupied orbital energy: 0.45 eV
relative energy (zero: lowest compared OMol25 entry of this formula, charge and spin): 182.5 kcal per mole
orbital gap: 9.0 eV

The geometry in ORCA input format:
```
! wB97M-V def2-TZVPD RIJCOSX def2/J DEFGRID3
* xyz 0 1
C -0.697 1.367 -1.027
C -0.537 -0.164 -0.474
C -0.190 -0.285 0.940
O -0.928 1.365 -2.387
O 0.438 -0.718 -1.238
O -0.950 0.218 1.978
P 0.354 -2.004 1.463
P 1.984 0.676 0.734
H -1.558 1.900 -0.634
H 0.353 1.667 -0.750
H -1.565 -0.599 -0.754
H -0.089 1.224 -2.899
H 0.118 -1.470 -1.672
H -1.226 1.069 1.734
H -0.993 -2.743 1.212
H 1.155 -2.347 0.295
H 2.484 -0.372 1.559
H 1.847 1.217 1.920
*
```

---

| no. | E_tot (Ha) |
| --- | --- |
| 1 | -3585.48306 |
| 2 | -79.78451 |
| 3 | -236.90184 |
| 4 | -1028.57954 |